# C20H14BN10RhS2

A structure of composition C20H14BN10RhS2 (ωB97M-V/def2-TZVPD, the OMol25 dataset).

The geometry in XYZ format:
```
48
C20H14BN10RhS2, DFT ωB97M-V/def2-TZVPD
Rh 1.59340 -0.02205 0.34646
C 1.85191 -1.05712 3.56086
C 2.99068 -0.60252 2.85371
N 2.92878 -0.28389 1.61887
N 0.37213 -1.06962 1.65982
C 0.62229 -1.34428 2.89903
B -0.71179 -1.71828 0.74845
N 0.15445 -2.67751 -0.11359
C -0.02098 -3.93025 -0.57904
C 1.07397 -4.26039 -1.34656
C 1.89961 -3.12997 -1.29237
N 1.33891 -2.18989 -0.54447
N -1.17691 -0.55334 -0.17744
C -2.35531 -0.20384 -0.70744
C -2.13499 0.79134 -1.64271
C -0.76161 1.01072 -1.60918
N -0.19133 0.19830 -0.71819
N -1.89830 -2.42272 1.36669
C -2.87848 -3.08663 0.68725
C -3.74142 -3.61254 1.60530
C -3.19919 -3.22821 2.84923
N -2.09183 -2.52448 2.70283
H 1.96256 -1.31724 4.60354
H 3.95437 -0.55903 3.36335
H -0.15503 -1.88002 3.43450
H -0.89773 -4.50649 -0.33112
H 1.25570 -5.18511 -1.86830
H 2.86593 -2.96882 -1.74372
H -3.27379 -0.67773 -0.40481
H -2.86464 1.28350 -2.26349
H -0.17850 1.68767 -2.21043
H -2.89202 -3.14215 -0.39135
H -4.62949 -4.19254 1.41799
H -3.56781 -3.44001 3.84075
S 0.92446 2.42868 1.40055
C 1.08160 3.28071 -0.07593
C 0.31209 4.43404 -0.28059
C 0.37911 5.12259 -1.47883
C -0.46024 6.26673 -1.70259
N -1.14903 7.16576 -1.89301
C 1.29171 4.70896 -2.46715
C 2.10150 3.59787 -2.24923
C 1.96711 2.85104 -1.08769
S 2.93378 1.40917 -0.90990
C 1.40546 5.44211 -3.69496
N 1.48882 6.02345 -4.68260
H -0.34509 4.78068 0.50607
H 2.82523 3.30336 -2.99859
```

HOMO energy (alpha / beta)	-11.74 / -12.00	eV
charge	+1
molar mass	572.3	g/mol
multiplicity	6

=====

# C20H14ClF3N2O3

The molecule C20H14ClF3N2O3 (ωB97M-V/def2-TZVPD, the OMol25 dataset).

The geometry in XYZ format:
```
43
C20H14ClF3N2O3, DFT ωB97M-V/def2-TZVPD
C 5.79240 0.28039 0.18709
C 4.29761 0.00081 0.20151
C 3.48847 1.15549 -0.39962
N 2.08802 0.80619 -0.38447
C 1.12662 1.69431 -0.08024
C -0.19893 1.42973 -0.21434
C -0.63922 0.21111 -0.89209
O -1.74633 0.07953 -1.38293
C 0.40752 -0.83089 -0.96161
C 0.10866 -2.16448 -1.27968
C 1.11580 -3.10455 -1.40955
C 2.43563 -2.75226 -1.18757
C 2.76469 -1.45853 -0.82046
C 1.75130 -0.48930 -0.72256
O 4.07184 -1.17868 -0.55037
H 3.22673 -3.47894 -1.27431
H 0.86182 -4.11838 -1.67077
Cl -1.51888 -2.68046 -1.47422
C -1.14644 2.51369 0.15306
O -0.83664 3.68679 0.09267
N -2.39917 2.14536 0.55948
C -2.85055 0.87061 0.88334
C -2.04412 0.00203 1.61908
C -2.46383 -1.28215 1.90116
C -3.71073 -1.71945 1.48504
C -4.54526 -0.85565 0.80171
C -4.12472 0.43255 0.50335
C -5.03928 1.36803 -0.23197
F -4.51901 1.86868 -1.35918
F -6.20880 0.81030 -0.56541
F -5.35450 2.44968 0.52918
H -5.52404 -1.18020 0.48409
H -4.03401 -2.72629 1.69585
H -1.81464 -1.94539 2.45295
H -1.07892 0.34644 1.95874
H -3.07069 2.90371 0.55061
H 1.44766 2.66065 0.28515
H 3.64264 2.07274 0.17006
H 3.81717 1.31723 -1.43370
H 3.95312 -0.16794 1.23525
H 6.12612 0.46213 -0.83083
H 6.01871 1.14700 0.80085
H 6.32620 -0.58163 0.57567
```

HOMO energy	-8.36	eV
molar mass	422.8	g/mol
multiplicity	1
structure (SMILES)	C[C@H]1Cn2cc(C(=O)Nc3ccccc3C(F)(F)F)c(=O)c3c(Cl)ccc(c32)O1